one:
A cluster of 3 separate species, C3H10O2 in total. Source: the Open Molecules 2025 dataset; level of theory: ωB97M-V with the def2-TZVPD basis set.

Results
**2S+1**: 1
**Kohn-Sham gap**: 10.2 eV
**Charge**: 0
**HOMO**: -9.653 eV
**Lowest unoccupied orbital energy**: 0.0197 hartree

The geometry in XYZ format:
```
15
Properties=species:S:1:pos:R:3:lowdin_charge:R:1
H 1.65373 -1.31524 1.10849 0.08
H -2.11643 -0.57440 -4.46062 0.03
O -1.28548 -0.10871 -4.58416 -0.06
H -0.24889 1.01692 1.51975 0.08
H 0.83309 -1.30842 3.35680 0.08
C 0.37474 0.19286 1.86885 -0.24
H -1.00358 1.63582 -0.66204 0.05
H 0.39565 1.47873 -1.23725 0.05
H -0.37145 -0.10081 3.88848 0.04
C 1.00754 -0.49389 0.69844 -0.17
C 0.16071 -0.45775 3.01000 -0.03
O -0.38833 0.97232 -1.00216 -0.06
H -1.02919 0.20780 -3.71134 0.01
H 0.34658 -1.18387 0.18145 0.07
H 1.67132 0.03864 0.02533 0.06
```

***

two:
A cluster of 2 separate species, C3H10O2 in total. Source: the Open Molecules 2025 dataset; level of theory: ωB97M-V with the def2-TZVPD basis set.

Results
**2S+1**: 1
**Kohn-Sham gap**: 11.1 eV
**Charge**: 0
**HOMO**: -10.359 eV
**Lowest unoccupied orbital energy**: 0.0277 hartree

The geometry in XYZ format:
```
15
Properties=species:S:1:pos:R:3:lowdin_charge:R:1
C -0.46582 1.06586 0.73768 -0.07
H -0.01381 -2.36038 0.93173 0.03
H -1.42841 0.08518 -1.39851 0.08
H 1.98603 0.88173 -1.35315 0.09
H 0.11430 1.49894 1.55908 0.09
H -0.38663 -1.25900 -1.39977 0.07
H 1.11275 -0.22006 0.27906 0.12
O 1.35577 1.42567 -0.85057 -0.07
H -0.31579 -1.55187 2.22353 0.02
C 0.44474 0.43581 -0.28292 -0.47
H -1.09197 1.89104 0.39798 0.09
H -1.15365 0.33964 1.16635 0.07
C -0.36183 -0.16245 -1.43546 -0.05
O 0.24763 -2.22461 1.84606 -0.05
H -0.04332 0.15450 -2.42111 0.07
```

***

three:
A cluster of 3 separate species, C3H10O2 in total. Source: the Open Molecules 2025 dataset; level of theory: ωB97M-V with the def2-TZVPD basis set.

Results
**2S+1**: 1
**Kohn-Sham gap**: 9.8 eV
**Charge**: 0
**HOMO**: -9.213 eV
**Lowest unoccupied orbital energy**: 0.0204 hartree

The geometry in XYZ format:
```
15
Properties=species:S:1:pos:R:3:lowdin_charge:R:1
O 0.68326 2.12055 0.89569 -0.11
H 0.31234 -1.33476 1.69879 0.09
H 0.94286 -2.60114 -0.58542 0.06
H 0.59267 1.45804 -2.17230 0.02
H 1.63627 -0.97936 -0.44569 0.01
H -1.89567 -0.85875 -0.35556 0.04
H 0.43029 3.09784 0.94530 0.09
O -0.03592 1.99145 -1.70804 -0.04
H 0.15260 2.03599 1.75886 0.09
C 0.83251 -1.55200 -0.46420 -0.11
H 0.17300 -1.32012 -1.42185 0.12
C -0.09865 -1.34641 0.67911 -0.23
H -0.01796 1.79488 -0.81215 -0.07
H -2.21840 -1.30782 1.39137 0.04
C -1.48920 -1.19840 0.59609 -0.01
```

***

Which of them is least stable? Easy: three.

***

one:
A cluster of 2 separate species, C4H4N2O2S in total. Source: the Open Molecules 2025 dataset; level of theory: ωB97M-V with the def2-TZVPD basis set.

Results
**2S+1**: 1
**Kohn-Sham gap**: 7.2 eV
**Charge**: 0
**HOMO**: -8.512 eV
**Lowest unoccupied orbital energy**: -0.0477 hartree

The geometry in XYZ format:
```
13
Properties=species:S:1:pos:R:3:lowdin_charge:R:1
C -0.80311 0.69636 -1.31554 0.01
O 2.01482 -2.60347 1.14783 -0.13
S 0.96163 -0.10943 2.09330 0.93
C 0.22198 0.37357 0.64356 -0.59
H 1.30605 -1.46739 1.99036 -0.07
N 0.28305 -3.12121 -0.32013 0.04
H -1.35430 0.69823 -2.21444 0.13
C 1.28688 -3.02415 0.27343 -0.60
H -0.17327 -1.39476 -0.67677 0.08
H 0.29222 2.49509 0.99806 0.15
N -0.15418 1.72482 0.54635 0.07
C -0.30910 -0.27409 -0.48284 -0.02
O -0.80081 1.96455 -0.73225 0.01
```

***

two:
A structure of composition C4H4N2O2S. Source: the Open Molecules 2025 dataset; level of theory: ωB97M-V with the def2-TZVPD basis set.

Results
**2S+1**: 1
**Kohn-Sham gap**: 8.3 eV
**Charge**: 0
**HOMO**: -8.541 eV
**Lowest unoccupied orbital energy**: -0.0078 hartree

The geometry in XYZ format:
```
13
Properties=species:S:1:pos:R:3:lowdin_charge:R:1
H -0.28492 -0.61906 -2.91697 0.18
H -0.97631 -1.68694 -0.33992 0.11
N -0.94924 -1.27687 0.63403 0.09
C 0.73390 0.39387 -0.13212 -0.31
C -0.32022 0.72399 1.86269 -0.38
N 1.32941 1.58470 0.18541 -0.20
C -0.17927 -0.13473 0.70496 -0.40
H -1.70931 -1.56022 1.30107 0.13
O -0.14744 -0.65634 -1.92793 0.13
O 1.29182 1.01571 -2.44188 0.02
S 0.87942 1.90051 1.76361 0.98
C 0.71056 0.22003 -1.59809 -0.47
H -0.37839 0.09535 2.90515 0.13
```

***

Which of them is least stable? Easy: one.

***

one:
A cluster of 5 separate species, C4H15NO4 in total. Source: the Open Molecules 2025 dataset; level of theory: ωB97M-V with the def2-TZVPD basis set.

Results
**2S+1**: 1
**Kohn-Sham gap**: 9.8 eV
**Charge**: 0
**HOMO**: -9.421 eV
**Lowest unoccupied orbital energy**: 0.0145 hartree

The geometry in XYZ format:
```
24
Properties=species:S:1:pos:R:3:lowdin_charge:R:1
H 2.90138 -0.39095 -0.84912 -0.01
H -2.79901 0.63230 1.64667 0.09
H 3.41398 -0.91234 -2.20545 0.04
H -2.14881 -0.61429 2.77396 0.06
H -0.44098 -1.83871 -2.00014 0.04
N -0.97677 -0.20039 1.10751 0.02
H -0.08315 2.98856 1.76015 0.04
C 0.71995 0.85060 -0.18718 -0.05
C -1.64089 0.91581 -1.00959 0.04
O -0.88294 3.09370 1.23955 -0.06
H 0.45402 -1.98620 -0.82439 -0.02
H 1.14149 1.04963 0.79591 0.08
H 0.91592 1.74501 -0.77746 0.09
O 0.51331 -1.86865 -1.80255 -0.10
H -2.70757 0.73463 -0.90032 0.06
C -1.99502 -0.11375 1.84097 -0.01
O 3.66217 -0.39783 -1.43130 -0.06
C -0.80869 0.57957 -0.04162 -0.45
H 0.22550 -2.30283 1.49568 0.04
H -1.36479 1.31802 -1.97214 0.07
O 0.76600 -2.67574 0.77816 -0.06
H -0.56826 3.10087 0.31824 0.03
H 1.08169 -0.07687 -0.59523 0.02
H 0.62145 -3.63013 0.83972 0.07
```

***

two:
A cluster of 4 separate species, C4H15NO4 in total. Source: the Open Molecules 2025 dataset; level of theory: ωB97M-V with the def2-TZVPD basis set.

Results
**2S+1**: 1
**Kohn-Sham gap**: 10.7 eV
**Charge**: 0
**HOMO**: -10.246 eV
**Lowest unoccupied orbital energy**: 0.0184 hartree

The geometry in XYZ format:
```
24
Properties=species:S:1:pos:R:3:lowdin_charge:R:1
H -2.66408 -0.90750 -0.87011 0.08
O -2.01310 -0.27617 -1.22412 -0.08
O -0.38691 -2.30067 -1.69721 -0.07
H -0.18293 -2.18480 -0.76470 -0.01
O 0.17253 -1.62346 1.20508 0.06
H 2.81115 -0.61691 1.01592 0.14
C 1.74034 -0.11426 -0.76413 -0.21
H -0.26971 0.77833 -0.46610 0.02
H 0.15098 0.63434 -2.16669 0.08
H -0.70342 2.45748 0.09829 -0.01
H 1.96818 1.04007 1.14517 0.11
H 1.03356 1.72443 -1.36627 0.09
H -0.94932 -0.11056 2.74178 0.11
H -1.15372 3.62627 -0.79662 0.04
H 1.59048 -1.20822 -0.99768 0.11
H 0.23128 1.04987 2.84468 0.10
H 2.75695 0.13500 -1.07961 0.10
C 0.54928 0.74428 -1.17296 -0.12
C 1.89266 -0.00098 0.81138 -0.11
O -1.41617 3.09945 -0.03464 -0.06
N -0.16486 0.32471 2.24680 0.14
H -1.14636 -1.71881 -1.84077 -0.01
H -2.13410 0.35861 -0.48698 0.06
C 0.60217 -0.51062 1.37995 -0.54
```

***

Which of them is least stable? Easy: one.

***

one:
A structure of composition C4H4O4. Source: the Open Molecules 2025 dataset; level of theory: ωB97M-V with the def2-TZVPD basis set.

Results
**2S+1**: 1
**Kohn-Sham gap**: 8.9 eV
**Charge**: 0
**HOMO**: -8.722 eV
**Lowest unoccupied orbital energy**: 0.0078 hartree

The geometry in XYZ format:
```
12
Properties=species:S:1:pos:R:3:lowdin_charge:R:1
O 1.84291 1.02332 0.12052 0.03
O -1.53872 -0.45990 0.97614 -0.22
H 0.50322 2.42404 0.39128 0.14
C 0.56225 1.39839 0.08415 0.00
H -2.37336 0.21512 -1.03082 0.15
C -1.43320 -0.32479 -0.54639 -0.12
H -0.96569 -1.46758 -0.96635 0.19
O 0.87953 -0.88498 -0.38188 0.08
C 2.14074 -0.38219 0.03144 -0.39
H -2.70019 -0.75296 1.23468 0.23
O 3.11460 -0.96605 0.38914 0.18
C -0.03208 0.17757 -0.30193 -0.27
```

***

two:
A structure of composition C4H4O4. Source: the Open Molecules 2025 dataset; level of theory: ωB97M-V with the def2-TZVPD basis set.

Results
**2S+1**: 1
**Kohn-Sham gap**: 9.3 eV
**Charge**: 0
**HOMO**: -10.522 eV
**Lowest unoccupied orbital energy**: -0.0457 hartree

The geometry in XYZ format:
```
12
Properties=species:S:1:pos:R:3:lowdin_charge:R:1
C 0.40261 0.57738 -0.00703 0.01
H 0.80136 3.03073 1.24870 0.31
O 0.64014 2.91741 0.05996 0.05
C -0.16973 1.90576 -0.15589 -0.57
O -0.37739 -3.04052 -0.24345 0.02
C -0.20718 -0.55456 -0.17878 0.01
C 0.31159 -1.90479 0.07872 -0.47
O -1.35516 1.98706 -0.43833 0.12
O 1.54962 -2.14630 0.38259 0.02
H -1.42568 -0.74662 -0.46191 0.18
H 1.22170 0.51297 0.46511 0.06
H -1.39189 -2.53853 -0.74970 0.26
```

***

Which of them is least stable? Easy: one.

***

one:
The molecule C5H11NOS. Source: the Open Molecules 2025 dataset; level of theory: ωB97M-V with the def2-TZVPD basis set.

Results
**2S+1**: 1
**Kohn-Sham gap**: 8.8 eV
**Charge**: 0
**HOMO**: -8.074 eV
**Lowest unoccupied orbital energy**: 0.0267 hartree

The geometry in XYZ format:
```
19
Properties=species:S:1:pos:R:3:lowdin_charge:R:1
N 0.85000 -1.40900 -1.41104 -0.14
H 0.77827 -2.42690 -1.81819 0.12
H -2.80475 -1.13284 -1.29046 0.00
H 1.67092 2.43421 1.59348 0.08
H -0.65058 -0.97044 1.68749 0.06
H 0.24546 2.90341 0.60177 0.09
C 0.60426 2.13424 1.38297 -0.09
C -0.05535 0.83515 -0.50875 -0.21
H -0.01050 2.39883 2.35772 0.12
H 0.02618 1.73918 -1.11471 0.10
S -0.59795 -0.53421 -1.47445 0.69
H 0.65294 -0.32980 2.55344 0.03
H 1.05073 -1.28597 1.16953 0.10
O -0.63005 0.04123 -2.80889 -0.39
H 1.59943 -0.99206 -1.98046 0.08
H -1.54158 -2.11356 -0.26389 -0.05
C 0.31252 -0.52970 1.61063 -0.04
C 0.36498 0.77195 0.74865 -0.33
C -1.86493 -1.53372 -1.03486 -0.23
```

***

two:
The molecule C5H11NOS. Source: the Open Molecules 2025 dataset; level of theory: ωB97M-V with the def2-TZVPD basis set.

Results
**2S+1**: 1
**Kohn-Sham gap**: 6.6 eV
**Charge**: 0
**HOMO**: -9.152 eV
**Lowest unoccupied orbital energy**: -0.0923 hartree

The geometry in XYZ format:
```
19
Properties=species:S:1:pos:R:3:lowdin_charge:R:1
C 0.55420 1.57922 -1.06857 -0.25
C -1.04180 -0.84543 1.16004 -0.17
C 0.14375 0.61189 -2.16437 -0.10
H 0.95751 -0.41407 0.44859 0.11
H 0.33303 -0.40828 -1.81740 -0.03
C -0.20092 -2.06381 1.22427 -0.68
N -0.22327 1.35739 0.18853 0.03
H -0.83404 -2.92828 1.40783 0.09
H -1.62113 -0.71321 0.25115 0.11
H -0.92178 0.75682 -2.37159 0.08
H 0.74369 0.82676 -3.05256 0.08
H -1.57973 -0.69095 2.08249 0.12
H 0.49683 -1.97909 2.05366 0.08
H 1.61537 1.53623 -0.75954 0.12
H -0.08026 2.13265 0.81819 0.11
C 0.11380 0.22572 1.04657 -0.64
S 0.65784 -2.22190 -0.27393 0.78
H 0.36196 2.61390 -1.33342 0.11
O 0.52495 0.62442 2.16006 0.06
```

***

Which of them is least stable? Easy: one.

***

one:
The molecule C5H11NOS. Source: the Open Molecules 2025 dataset; level of theory: ωB97M-V with the def2-TZVPD basis set.

Results
**2S+1**: 1
**Kohn-Sham gap**: 9.6 eV
**Charge**: 0
**HOMO**: -9.017 eV
**Lowest unoccupied orbital energy**: 0.0226 hartree

The geometry in XYZ format:
```
19
Properties=species:S:1:pos:R:3:lowdin_charge:R:1
C -1.13052 -1.15486 -0.12843 -0.25
O 0.20841 0.00872 1.49941 0.00
N -0.61616 1.27617 -0.18143 0.04
H -1.15528 1.37903 -1.01150 0.13
H -1.10999 4.16753 0.33283 0.05
H 0.13670 4.19270 1.55303 0.08
H -2.16828 -1.16414 -0.49231 0.12
C -0.51259 3.52248 0.96966 -0.10
H -1.24667 2.94716 1.56167 0.08
H 0.96208 2.07721 0.84227 0.13
C -0.34329 -1.73638 -1.23697 -0.56
C 0.19697 2.48265 0.10069 -0.22
H -1.28387 -1.91544 0.63241 0.11
H -0.85083 -2.62976 -1.79290 0.11
S 1.32023 -2.26242 -0.54375 0.67
H 0.47063 2.88502 -0.94384 0.14
H 1.62629 -3.11478 -1.64665 -0.11
H -0.27195 -0.89334 -2.00813 0.09
C -0.47501 0.09686 0.45303 -0.50
```

***

two:
The molecule C5H11NOS. Source: the Open Molecules 2025 dataset; level of theory: ωB97M-V with the def2-TZVPD basis set.

Results
**2S+1**: 1
**Kohn-Sham gap**: 9.9 eV
**Charge**: 0
**HOMO**: -9.140 eV
**Lowest unoccupied orbital energy**: 0.0292 hartree

The geometry in XYZ format:
```
19
Properties=species:S:1:pos:R:3:lowdin_charge:R:1
H -0.39374 -0.40878 -1.69120 0.13
C 1.36525 0.60783 -1.60951 -0.22
C -1.69910 0.45687 0.64470 -0.19
H -2.68776 -0.89313 3.43229 -0.15
H 2.22411 -0.97343 -0.36984 0.07
N 0.04385 0.21539 -1.04401 0.05
O 0.46595 1.57231 0.71447 0.07
H -2.42449 0.47178 -0.16256 0.11
C -0.31355 0.86797 0.12457 -0.52
C 2.55077 -0.23195 -1.09486 -0.08
H -1.28921 -1.69638 0.53112 0.06
C -1.47612 -0.92809 1.27395 -0.53
H 1.50680 1.62149 -1.24764 0.10
H -1.90031 1.15305 1.45651 0.11
H -0.67400 -0.85027 2.00132 0.08
S -2.99745 -1.42033 2.23146 0.67
H 1.28558 0.59972 -2.69795 0.11
H 3.19175 -0.64718 -1.87586 0.06
H 3.22167 0.48312 -0.61695 0.07
```

***

Which of them is least stable? Easy: one.